1.
This record from the Open Molecules 2025 dataset describes a structure of composition C28H32NO6OsP4 in a non-equilibrium geometry. The level of theory is ωB97M-V/def2-TZVPD.

Geometry as XYZ:
```
72
Properties=species:S:1:pos:R:3:forces:R:3:lowdin_charge:R:1
Os 0.0962 0.3869 -0.3201 0.26 1.49 -1.36 1.227
C -2.7813 -1.2780 0.2563 -0.11 -0.03 0.14 -0.319
C -2.6915 -1.4743 -1.2676 -0.15 0.16 0.12 -0.270
P -1.3101 -0.4554 -1.8456 -0.59 -1.93 0.01 0.904
C -1.6068 1.1913 -2.3126 0.39 0.48 0.73 -0.349
C -1.0491 1.7468 -3.4940 -0.07 0.06 0.08 -0.037
C -1.3150 3.0555 -3.7916 -0.03 0.07 0.01 0.000
C -2.0835 3.8410 -2.9143 0.04 -0.02 -0.03 0.033
C -2.6095 3.3183 -1.7408 0.02 0.06 0.03 -0.016
C -2.3753 1.9973 -1.4244 0.08 -0.02 -0.13 -0.054
C -0.0738 -1.3096 -2.7593 0.07 0.07 -0.33 -0.345
C -0.2191 -2.6560 -3.1351 0.04 0.09 0.08 -0.051
C 0.8254 -3.2926 -3.7676 0.05 -0.02 0.01 -0.014
C 2.0292 -2.6203 -3.9966 0.00 -0.02 -0.01 0.002
C 2.1904 -1.3017 -3.6071 0.04 -0.01 0.10 -0.019
C 1.1407 -0.6264 -2.9965 -0.01 -0.07 0.13 -0.098
P -1.0796 -1.2396 0.9300 0.31 -0.09 -0.17 0.924
C -1.1119 -0.8846 2.6856 -0.04 0.00 0.04 -0.360
C -1.9694 0.0873 3.2075 -0.01 -0.03 0.02 -0.087
C -1.9486 0.3670 4.5639 -0.01 0.00 0.00 -0.043
C -1.0635 -0.3059 5.3997 0.00 0.02 0.00 -0.037
C -0.1974 -1.2623 4.8822 0.04 0.03 -0.03 -0.051
C -0.2206 -1.5584 3.5245 0.02 0.04 0.01 -0.074
C -0.3968 -2.8776 0.6676 -0.08 -0.07 0.01 -0.380
C -1.1474 -4.0079 1.0110 -0.02 0.05 -0.01 -0.065
C -0.6275 -5.2734 0.8004 -0.02 0.01 0.02 -0.033
C 0.6440 -5.4197 0.2582 0.04 0.00 -0.02 -0.027
C 1.4009 -4.3032 -0.0694 -0.02 0.01 0.03 -0.048
C 0.8826 -3.0318 0.1329 0.06 -0.04 0.07 -0.107
H -3.3911 -2.0510 0.7258 0.04 -0.02 -0.04 0.110
H -3.2433 -0.3178 0.4959 -0.05 -0.05 0.00 0.078
H -3.6148 -1.1950 -1.7776 0.02 0.03 -0.01 0.121
H -2.4693 -2.5098 -1.5249 0.02 -0.01 0.07 0.088
H -0.4697 1.1380 -4.1724 -0.01 -0.04 -0.01 0.123
H -0.9438 3.4843 -4.7126 -0.01 0.02 0.01 0.136
H -2.2754 4.8765 -3.1655 0.00 -0.01 -0.01 0.140
H -3.2010 3.9401 -1.0838 0.01 0.00 0.01 0.135
H -2.7828 1.5789 -0.5135 -0.04 -0.02 -0.03 0.104
H -1.1382 -3.1953 -2.9571 -0.03 0.00 -0.02 0.115
H 0.7100 -4.3178 -4.0927 0.00 0.00 -0.01 0.134
H 2.8402 -3.1357 -4.4942 0.00 0.00 -0.01 0.134
H 3.1214 -0.7855 -3.7966 0.01 0.00 0.00 0.131
H 1.2633 0.4188 -2.7370 -0.01 0.01 -0.14 0.073
H -2.6575 0.6260 2.5680 -0.01 0.00 0.00 0.108
H -2.6281 1.1021 4.9733 -0.01 0.00 0.00 0.124
H -1.0599 -0.0946 6.4609 0.00 0.00 0.01 0.127
H 0.4770 -1.7974 5.5375 0.00 -0.01 0.00 0.125
H 0.4373 -2.3217 3.1280 0.00 -0.01 0.00 0.116
H -2.1304 -3.9067 1.4570 0.00 0.00 0.00 0.118
H -1.2067 -6.1458 1.0698 -0.01 0.00 0.00 0.126
H 1.0502 -6.4104 0.1043 0.00 0.00 -0.01 0.126
H 2.3986 -4.4221 -0.4697 0.01 0.00 0.00 0.121
H 1.4999 -2.1693 -0.0947 -0.02 0.03 -0.04 0.086
N 1.6024 4.3316 1.8383 0.01 -0.05 0.05 0.212
C 2.0983 3.0659 1.1491 0.08 0.07 0.12 -0.472
C 3.5888 2.8530 1.4130 0.00 0.00 0.02 -0.043
P 1.1406 1.6311 1.7231 -0.24 -0.22 0.13 0.408
O 1.1673 1.7560 3.2703 0.43 -0.04 0.06 -0.037
O -0.3016 1.7127 1.1614 -0.11 0.25 0.05 -0.385
O 1.6788 0.3491 1.0608 -0.33 -0.18 0.25 -0.343
P 1.6274 3.3104 -0.6537 -0.09 -0.15 -0.10 0.366
O 2.9809 3.6452 -1.3825 0.02 -0.04 -0.02 -0.064
O 0.6338 4.4032 -0.6145 -0.04 0.05 -0.02 -0.256
O 1.2415 1.9156 -1.1554 0.30 0.14 0.18 -0.430
H 2.3823 4.9760 1.9979 -0.02 0.00 -0.03 0.182
H 1.1548 4.1719 2.7450 0.04 0.00 0.00 0.166
H 0.9353 4.7763 1.1658 -0.03 -0.01 0.00 0.136
H 3.7917 2.6818 2.4711 0.01 0.01 0.01 0.103
H 4.1557 3.7215 1.0757 0.00 -0.01 -0.01 0.104
H 3.9484 1.9958 0.8452 -0.01 -0.01 0.01 0.105
H 1.2064 0.9675 3.8407 -0.26 -0.06 0.01 0.123
H 3.0497 4.5342 -1.7566 0.00 0.06 -0.02 0.123
```
Forces are in eV/Å.

Values from the calculation:
gap between HOMO and LUMO (spin up / spin down) = 6.1784 / 6.1760 eV
net charge = +3
spin multiplicity = 1

***

2.
This record from the Open Molecules 2025 dataset describes a structure of composition C28H33AuN7O8S2. The level of theory is ωB97M-V/def2-TZVPD.

Geometry as XYZ:
```
79
Properties=species:S:1:pos:R:3:forces:R:3:lowdin_charge:R:1
Au 0.3918 -2.1722 -2.9959 -0.15 -0.11 0.03 0.858
N -0.4357 -3.5215 6.2508 0.01 -0.01 -0.02 0.081
C -0.8517 -3.0987 4.9818 0.00 0.00 0.03 -0.329
C -0.3230 -1.9412 4.4143 -0.03 -0.01 0.00 -0.032
C -0.7745 -1.5014 3.1818 0.00 0.05 0.05 -0.069
C -1.7507 -2.2087 2.4971 0.00 0.05 0.02 -0.285
C -2.2933 -3.3534 3.0631 0.00 0.00 0.00 -0.073
C -1.8501 -3.7935 4.2974 0.00 0.00 -0.01 -0.036
S -2.3340 -1.6175 0.9259 0.05 -0.02 -0.01 0.599
O -3.6378 -2.1956 0.7183 0.01 -0.01 -0.01 -0.312
O -2.2571 -0.1705 1.0189 -0.01 0.00 -0.02 -0.349
N -1.2756 -2.0201 -0.2050 -0.04 0.00 0.02 -0.069
C -0.9970 -3.2860 -0.4561 0.03 0.02 -0.03 -0.453
N -0.2086 -3.5362 -1.5593 0.11 -0.07 0.04 -0.079
C 0.1495 -4.8024 -1.8020 -0.01 0.02 0.01 -0.163
C -0.2414 -5.8581 -1.0128 -0.01 0.00 -0.01 -0.077
C -1.0606 -5.5272 0.0616 0.01 0.00 0.01 -0.138
N -1.4318 -4.3011 0.3374 -0.03 -0.01 -0.05 0.128
H 0.4919 -3.2161 6.5006 -0.01 0.00 0.00 0.081
H -0.5534 -4.5090 6.4146 0.00 0.00 0.00 0.079
H 0.4274 -1.3648 4.9436 0.00 -0.03 0.01 0.112
H -0.3819 -0.5770 2.7834 0.00 0.06 -0.06 0.086
H -3.0617 -3.8864 2.5216 0.00 0.00 0.01 0.105
H -2.2821 -4.6831 4.7427 0.00 0.00 0.00 0.105
H 0.7688 -4.9515 -2.6755 0.01 -0.01 0.00 0.091
H 0.0582 -6.8713 -1.2306 0.00 0.00 0.00 0.089
H -1.4318 -6.2988 0.7325 -0.01 0.00 0.00 0.108
C 3.4203 3.5735 -1.2349 0.00 0.00 0.02 -0.056
C 3.0110 2.5261 -2.2373 -0.03 0.00 0.02 -0.282
C 3.6394 1.2869 -2.2683 -0.03 -0.04 0.08 -0.027
C 3.2628 0.2994 -3.1717 -0.01 -0.01 0.00 -0.220
C 3.9527 -1.0383 -3.1772 -0.02 -0.01 -0.01 -0.041
C 2.2387 0.5705 -4.0775 -0.01 0.01 -0.01 -0.093
C 1.6205 1.8200 -4.0942 0.00 -0.02 0.02 -0.219
C 0.5505 2.1255 -5.1067 0.01 0.00 -0.03 -0.035
C 2.0055 2.7767 -3.1622 0.00 0.00 0.01 -0.020
C 1.8162 -0.4506 -5.1126 0.03 -0.02 -0.01 -0.649
O 2.2767 -0.3492 -6.2406 0.00 0.01 0.00 0.050
O 0.9504 -1.3497 -4.7770 0.08 0.07 -0.04 -0.234
H 3.6084 3.1344 -0.2526 -0.01 0.00 -0.01 0.072
H 2.6467 4.3342 -1.1225 0.00 0.00 0.00 0.069
H 4.3380 4.0803 -1.5433 0.00 0.00 -0.01 0.076
H 4.4324 1.0742 -1.5563 0.00 0.00 0.00 0.114
H 4.7771 -1.0555 -2.4638 0.00 0.00 0.00 0.071
H 4.3447 -1.2671 -4.1700 0.00 0.00 0.00 0.088
H 3.2544 -1.8386 -2.9172 0.00 0.00 0.01 0.049
H -0.1331 1.2828 -5.2225 0.02 0.00 -0.01 0.078
H 0.9963 2.3051 -6.0868 0.01 0.00 -0.01 0.090
H -0.0261 3.0042 -4.8149 0.00 0.00 -0.01 0.075
H 1.5012 3.7392 -3.1544 0.00 0.00 0.00 0.117
C -2.9322 1.4169 4.0984 -0.01 -0.02 -0.02 -0.103
C -2.3688 2.8290 4.1160 0.00 0.00 0.01 -0.298
S -0.8430 3.0086 3.2185 0.05 -0.07 0.02 0.639
O 0.0485 1.9361 3.6054 -0.03 0.01 -0.03 -0.321
O -0.3914 4.3713 3.3755 -0.01 0.02 0.01 -0.322
C -1.3266 2.7538 1.5333 -0.03 -0.02 -0.06 -0.208
C -0.1081 2.8217 0.6147 0.02 0.00 0.03 -0.129
N -0.3591 2.1002 -0.6239 0.07 0.05 -0.06 0.063
C 0.1224 0.8692 -0.9207 -0.02 -0.05 0.07 -0.330
N -0.3561 0.4128 -2.0657 -0.07 0.04 -0.03 0.121
C -1.1916 1.3588 -2.5345 -0.02 0.02 0.01 -0.038
C -1.2112 2.4182 -1.6673 0.00 0.01 -0.01 -0.152
N -1.8923 3.6448 -1.8187 -0.14 -0.06 0.12 -0.337
O -2.6018 3.7761 -2.8018 0.05 0.02 -0.06 0.068
O -1.7517 4.5077 -0.9554 0.05 0.01 -0.04 0.049
C 1.0491 0.1095 -0.0445 0.06 0.01 -0.06 0.005
H -3.8667 1.3926 4.6595 0.00 0.00 0.01 0.078
H -2.2346 0.7197 4.5595 0.02 -0.01 -0.01 0.071
H -3.1366 1.0637 3.0871 0.01 0.00 0.02 0.064
H -2.1023 3.1564 5.1234 0.00 0.01 0.00 0.103
H -3.0490 3.5698 3.6929 0.00 -0.01 0.00 0.102
H -2.0556 3.5226 1.2813 0.00 0.02 -0.01 0.107
H -1.7816 1.7635 1.4688 0.03 0.00 0.04 0.071
H 0.7417 2.3366 1.0911 -0.01 -0.01 0.00 0.113
H 0.1562 3.8509 0.3933 0.00 0.00 0.01 0.123
H -1.7279 1.2656 -3.4634 -0.01 0.00 0.03 0.124
H 1.9011 0.7117 0.2697 0.04 0.04 -0.01 0.080
H 1.4105 -0.7466 -0.6101 -0.01 0.00 0.00 0.064
H 0.5206 -0.2615 0.8325 -0.01 0.02 0.01 0.059
```
Forces are in eV/Å.

Values from the calculation:
energy relative to the best compared isomer or geometry (same formula, charge and spin) = 5.8 kJ/mol
gap between HOMO and LUMO = 7.8915 eV
net charge = -1
spin multiplicity = 1

***

3.
This record from the Open Molecules 2025 dataset describes a structure of composition C28H33BCoN14O2S in a non-equilibrium geometry. The level of theory is ωB97M-V/def2-TZVPD.

Geometry as XYZ:
```
80
Properties=species:S:1:pos:R:3:forces:R:3:lowdin_charge:R:1
Co 0.3397 -0.1316 -0.4315 -1.11 0.08 0.24 0.704
C 3.5675 -1.8566 -2.0616 -0.01 0.03 0.01 -0.009
C 2.8902 -0.7720 -1.5194 0.03 -0.04 -0.08 -0.072
N 1.6439 -1.1352 -1.2384 0.57 -0.26 -0.07 -0.018
N 1.4830 -2.4400 -1.5654 -0.16 0.18 -0.02 0.089
C 2.6441 -2.8817 -2.0672 0.03 -0.11 -0.03 -0.020
B 0.0268 -2.9959 -1.3546 0.00 0.03 -0.06 -0.632
N -0.8745 -2.0145 -2.1503 0.03 -0.03 0.04 0.044
C -1.5357 -2.1902 -3.3014 0.00 0.00 0.04 -0.027
C -1.9293 -0.9522 -3.7708 0.00 0.03 0.07 -0.014
C -1.4492 -0.0491 -2.8257 -0.09 0.01 0.01 -0.108
N -0.8322 -0.7052 -1.8456 0.25 -0.07 -0.02 -0.013
N -0.2558 -2.7899 0.1393 0.01 -0.05 0.02 0.055
C -0.5247 -3.6484 1.1320 0.01 -0.03 -0.03 -0.020
C -0.4932 -2.9578 2.3267 -0.03 0.05 -0.01 -0.005
C -0.1782 -1.6471 1.9806 -0.02 0.07 0.04 -0.105
N -0.0537 -1.5682 0.6607 0.14 -0.22 0.05 -0.007
N -0.2500 -4.4046 -1.7721 -0.02 -0.08 -0.02 -0.012
C 0.4691 -5.4121 -2.3322 0.03 -0.05 -0.01 -0.066
C -0.3645 -6.4834 -2.5050 0.03 0.03 0.00 -0.048
C -1.6065 -6.0396 -2.0137 0.01 -0.01 0.00 -0.138
N -1.5402 -4.7987 -1.5767 -0.01 0.07 0.03 0.072
H 4.5870 -1.8898 -2.3967 0.04 -0.01 -0.01 0.113
H 3.2302 0.2269 -1.3129 0.05 0.06 0.03 0.125
H 2.7606 -3.8961 -2.3977 0.01 0.03 -0.01 0.112
H -1.6906 -3.1800 -3.6929 -0.01 -0.03 -0.02 0.133
H -2.4902 -0.7367 -4.6606 -0.02 0.02 -0.05 0.109
H -1.5274 1.0220 -2.8050 0.00 0.01 -0.03 0.093
H -0.7292 -4.6810 0.9115 -0.01 -0.03 0.00 0.131
H -0.6668 -3.3454 3.3126 0.00 -0.02 0.05 0.113
H -0.0286 -0.7813 2.6003 -0.01 0.01 0.03 0.124
H 1.5126 -5.3229 -2.5675 -0.01 -0.01 -0.01 0.097
H -0.1154 -7.4421 -2.9217 0.01 -0.03 -0.01 0.099
H -2.5408 -6.5735 -1.9614 -0.03 -0.02 0.00 0.109
N 8.0433 1.6999 -0.0933 0.07 0.03 -0.10 0.122
C 6.7948 1.4353 0.3927 0.00 0.00 0.05 -0.312
C 5.9670 2.4766 0.8358 -0.05 -0.05 0.02 -0.015
C 4.7000 2.2117 1.3072 0.05 0.01 0.01 -0.061
C 4.2267 0.9008 1.3340 0.11 0.14 -0.19 -0.317
C 5.0450 -0.1441 0.9132 -0.02 -0.02 0.02 -0.077
C 6.3142 0.1192 0.4452 -0.03 -0.01 0.01 -0.022
S 2.6375 0.5730 1.9580 0.00 0.01 0.09 0.628
O 2.5493 -0.8328 2.2231 -0.03 -0.02 0.03 -0.290
O 2.3363 1.5546 2.9535 -0.05 -0.11 0.12 -0.263
N 1.5314 0.8188 0.7408 -0.01 0.06 -0.05 -0.127
C 1.1978 2.0375 0.2544 0.09 -0.13 0.05 -0.432
N 0.1101 1.8648 -0.5427 0.14 0.28 -0.46 0.068
C -0.4239 2.9423 -1.1246 0.04 0.00 0.10 -0.091
C 0.1181 4.1873 -0.9077 0.01 -0.02 0.04 -0.023
C 1.2766 4.2412 -0.1279 -0.05 0.05 -0.08 -0.067
N 1.8393 3.1847 0.4400 -0.18 0.01 0.09 0.170
H 8.4419 2.6098 0.0528 0.00 0.00 0.03 0.102
H 8.6995 0.9471 -0.1976 -0.01 -0.01 0.02 0.101
H 6.3379 3.4927 0.8282 0.01 0.04 -0.01 0.115
H 4.0719 3.0117 1.6692 0.00 -0.01 0.01 0.102
H 4.6921 -1.1632 0.9846 -0.04 -0.03 0.00 0.113
H 6.9575 -0.6961 0.1404 0.02 -0.02 -0.02 0.114
H -1.3034 2.7926 -1.7370 0.03 0.02 -0.02 0.105
H -0.3145 5.0764 -1.3378 0.00 0.01 -0.01 0.111
H 1.7817 5.1879 0.0274 0.00 0.01 0.01 0.126
C -3.4955 1.1225 -0.2589 0.06 0.00 -0.06 -0.166
C -5.0144 1.1326 0.0556 -0.09 0.01 -0.01 -0.150
N -5.3408 0.0500 0.9781 0.10 -0.01 -0.02 -0.157
C -5.0067 -1.2303 0.3523 -0.09 0.00 0.03 -0.141
C -3.5167 -1.2516 -0.0764 0.12 -0.03 -0.07 -0.146
N -2.8460 -0.0272 0.3796 0.07 0.22 0.14 -0.163
C -3.0278 0.0932 1.8345 0.10 -0.06 0.00 -0.154
C -4.5321 0.2146 2.1840 -0.10 0.01 0.03 -0.148
H -3.0061 2.0300 0.1040 -0.01 0.02 0.01 0.107
H -3.3283 1.0491 -1.3365 0.00 0.04 0.01 0.091
H -5.6071 1.0000 -0.8513 0.01 0.00 -0.01 0.119
H -5.3177 2.0757 0.5131 0.00 0.01 -0.02 0.117
H -5.6668 -1.3759 -0.5041 0.01 -0.02 -0.01 0.118
H -5.2226 -2.0208 1.0723 0.00 -0.02 -0.01 0.119
H -3.4177 -1.3017 -1.1638 -0.01 -0.02 0.01 0.104
H -2.9865 -2.1114 0.3391 -0.01 -0.01 0.01 0.110
H -2.4581 0.9585 2.1822 -0.01 0.01 0.01 0.118
H -2.5972 -0.7968 2.2934 0.02 0.00 0.03 0.096
H -4.7635 1.1902 2.6147 0.01 -0.01 0.01 0.118
H -4.8327 -0.5442 2.9078 0.02 0.00 0.01 0.118
```
Forces are in eV/Å.

Values from the calculation:
energy relative to the best compared isomer or geometry (same formula, charge and spin) = 171.9 kJ/mol
gap between HOMO and LUMO = 5.6491 eV
net charge = +1
spin multiplicity = 1

***

- Which value of spin multiplicity does entry 1 give?
  1